Formula: C34H70IO11PS
Source: the Open Molecules 2025 dataset
Level of theory: wB97M-V/def2-TZVPD

Atoms and positions in Å:
C 1.07 -0.04 5.84
O 0.48 -0.47 4.62
C 0.74 -1.78 4.20
C 1.64 -1.87 2.93
C 3.13 -2.21 3.19
S 4.02 -1.54 4.59
O 4.08 -0.11 4.52
O 5.20 -2.34 4.74
O 1.48 -0.80 2.04
C 2.17 0.44 2.27
C 1.87 1.36 1.08
C 1.32 2.73 1.48
C 2.34 3.78 2.01
C 3.73 3.21 2.31
C 1.80 4.50 3.25
P 1.06 -3.38 1.91
O 1.87 -3.02 0.55
I -1.23 -2.67 1.41
H 0.44 0.75 6.24
H 2.08 0.35 5.68
H 1.10 -0.85 6.57
H -0.22 -2.24 3.98
H 1.19 -2.38 5.01
H 3.28 -3.28 3.31
H 3.74 -1.89 2.35
H 3.21 -1.84 5.63
H 3.24 0.25 2.36
H 1.83 0.88 3.21
H 1.12 0.85 0.47
H 2.75 1.47 0.46
H 0.55 2.57 2.24
H 0.80 3.15 0.62
H 2.47 4.53 1.23
H 3.69 2.36 2.99
H 4.26 2.90 1.41
H 4.34 3.98 2.79
H 0.71 4.53 3.27
H 2.13 4.00 4.17
H 2.16 5.53 3.30
H 1.80 -2.06 0.35
C -5.86 -4.48 1.95
C -6.90 -3.38 1.76
C -6.02 -2.16 1.55
O -4.83 -2.63 0.91
C -4.78 -4.06 0.96
H -6.24 -5.48 1.75
H -5.47 -4.46 2.97
H -7.50 -3.58 0.86
H -7.58 -3.27 2.60
H -5.75 -1.70 2.51
H -6.48 -1.40 0.92
H -4.98 -4.45 -0.04
H -3.78 -4.36 1.26
C 0.24 -3.33 -3.48
C 1.50 -3.00 -4.28
C 1.37 -1.49 -4.44
O 0.71 -1.02 -3.27
C 0.16 -2.13 -2.55
H 0.30 -4.27 -2.94
H -0.63 -3.36 -4.14
H 2.39 -3.25 -3.71
H 1.55 -3.51 -5.24
H 0.77 -1.25 -5.32
H 2.34 -0.98 -4.52
H 0.74 -2.29 -1.64
H -0.87 -1.88 -2.26
C 7.51 -0.87 2.48
C 8.83 -0.65 1.74
C 8.60 0.72 1.11
O 7.75 1.43 2.01
C 7.21 0.53 2.98
H 7.57 -1.60 3.28
H 6.74 -1.19 1.78
H 9.66 -0.61 2.45
H 9.05 -1.41 0.99
H 8.11 0.63 0.14
H 9.52 1.30 0.98
H 7.69 0.72 3.95
H 6.14 0.73 3.09
C -1.94 0.98 -2.29
C -2.64 0.41 -1.05
C -2.47 1.55 -0.06
O -2.46 2.75 -0.82
C -2.34 2.44 -2.21
H -2.25 0.50 -3.22
H -0.86 0.86 -2.20
H -3.70 0.24 -1.26
H -2.21 -0.52 -0.68
H -1.52 1.45 0.48
H -3.27 1.60 0.68
H -3.30 2.62 -2.70
H -1.59 3.11 -2.65
C -1.45 -0.73 -8.99
C -1.94 -2.18 -9.01
C -0.74 -2.92 -8.44
O -0.12 -2.01 -7.52
C -0.66 -0.70 -7.69
H -2.26 0.00 -9.01
H -0.80 -0.55 -9.84
H -2.81 -2.30 -8.35
H -2.22 -2.54 -10.00
H -0.02 -3.18 -9.23
H -1.00 -3.83 -7.90
H -1.31 -0.47 -6.84
H 0.16 0.02 -7.70
C -4.81 4.69 0.60
C -5.86 4.15 1.58
C -7.07 5.02 1.24
O -6.97 5.33 -0.15
C -5.67 4.97 -0.63
H -4.00 4.00 0.39
H -4.39 5.62 0.98
H -6.07 3.11 1.36
H -5.56 4.23 2.62
H -7.05 5.95 1.82
H -8.02 4.52 1.42
H -5.75 4.08 -1.26
H -5.29 5.79 -1.24

SMILES: COC[C@](C[SH](=O)=O)(OCCCC(C)C)P(O)I.C1CCOC1.C1CCOC1.C1CCOC1.C1CCOC1.C1CCOC1.C1CCOC1

Formula: C13H14N2O2
Source: the Open Molecules 2025 dataset
Level of theory: wB97M-V/def2-TZVPD

Atoms and positions in Å:
C 3.87 2.17 0.10
H 3.81 2.52 -0.93
H 3.33 2.87 0.74
H 4.91 2.08 0.41
O 3.31 0.87 0.21
C 2.00 0.77 -0.09
O 1.34 1.73 -0.44
C 1.54 -0.59 0.14
C 2.20 -1.53 0.91
N 1.50 -2.67 0.98
C 0.42 -2.45 0.26
N 0.38 -1.22 -0.28
C -0.72 -0.80 -1.13
C -1.82 -0.12 -0.35
C -3.14 -0.43 -0.65
C -4.18 0.18 0.03
C -3.91 1.11 1.02
C -2.59 1.43 1.32
C -1.55 0.81 0.63
H -0.54 1.08 0.86
H -2.37 2.15 2.08
H -4.71 1.59 1.55
H -5.20 -0.07 -0.21
H -3.36 -1.16 -1.41
C -0.26 0.06 -2.31
H 0.06 1.04 -1.97
H -1.10 0.19 -3.00
H 0.56 -0.42 -2.84
H -1.12 -1.74 -1.54
H -0.35 -3.18 0.10
H 3.14 -1.42 1.42

Relative energy (zero: lowest compared OMol25 entry of this formula, charge and spin), kcal per mole: 7.22
SMILES: COC(=O)c1cncn1[C@H](C)c1ccccc1

Formula: C3H10N4
Source: the Open Molecules 2025 dataset
Level of theory: wB97M-V/def2-TZVPD

Atoms and positions in Å:
C 0.27 -1.83 -0.93
N 1.99 1.17 -0.55
N 1.72 -0.10 -0.80
N 0.52 -0.45 -0.67
H 2.97 1.40 -0.48
H 1.26 1.76 -0.11
H -0.15 -1.92 -1.94
H -0.49 -2.18 -0.22
H 1.17 -2.46 -0.86
C -1.61 1.20 0.25
C -0.71 0.32 1.06
N -1.16 -0.75 1.56
H -0.49 -1.28 2.12
H 0.22 0.87 1.40
H -2.48 0.63 -0.08
H -1.95 2.03 0.87
H -1.08 1.59 -0.62

Relative energy (zero: lowest compared OMol25 entry of this formula, charge and spin), kcal per mole: 62.74
SMILES: [H]/N=C/C.C/N=N/N

Formula: C26H33BrN2NaO6P2S2
Source: the Open Molecules 2025 dataset
Level of theory: wB97M-V/def2-TZVPD

Atoms and positions in Å:
Na -0.22 0.50 0.15
S 2.88 2.21 3.57
C 1.29 2.40 4.16
C 0.38 1.84 3.32
C 0.92 1.21 2.13
C 2.28 1.32 2.16
C 3.27 0.77 1.21
C 4.61 1.19 1.19
C 5.50 0.59 0.32
C 5.06 -0.43 -0.52
C 3.72 -0.77 -0.45
N 2.85 -0.19 0.38
H 1.12 2.92 5.09
H -0.68 1.88 3.55
H 4.94 1.98 1.85
H 6.54 0.91 0.30
H 5.72 -0.92 -1.22
H 3.32 -1.55 -1.09
C -0.21 -2.24 2.86
O -1.04 -2.77 1.83
P -1.94 -1.67 1.00
O -2.77 -2.84 0.23
C -4.02 -2.62 -0.42
O -3.01 -1.27 2.18
C -3.37 0.11 2.37
H -0.78 -2.15 3.80
H 0.20 -1.25 2.61
H 0.61 -2.93 3.01
H -4.17 -3.45 -1.11
H -4.05 -1.68 -0.96
H -4.82 -2.63 0.33
H -4.30 0.34 1.85
H -2.60 0.79 1.99
H -3.50 0.27 3.44
S -3.16 0.99 -1.07
C -4.22 2.12 -0.24
C -3.73 3.08 0.66
C -4.57 3.96 1.33
C -5.95 3.92 1.13
C -6.46 2.99 0.24
C -5.62 2.11 -0.43
H -2.66 3.12 0.83
H -4.15 4.69 2.03
H -6.60 4.60 1.66
H -7.53 2.94 0.07
H -6.03 1.38 -1.13
C -1.53 0.88 -5.01
O -0.61 1.61 -4.19
P -0.30 1.01 -2.69
O 1.26 0.54 -2.80
C 2.27 1.45 -3.29
O 0.05 2.44 -1.97
C -0.91 3.52 -1.96
H -1.87 1.55 -5.80
H -2.39 0.54 -4.43
H -1.04 0.01 -5.47
H 3.11 0.85 -3.63
H 2.61 2.11 -2.49
H 1.89 2.05 -4.12
H -0.75 4.09 -1.05
H -1.94 3.15 -1.98
H -0.73 4.17 -2.82
Br -1.39 -2.66 -3.38
C 0.02 -3.09 -2.18
C 0.70 -4.28 -2.40
C 1.72 -4.61 -1.52
C 2.01 -3.74 -0.47
C 1.27 -2.59 -0.35
N 0.28 -2.25 -1.20
H 0.43 -4.92 -3.22
H 2.28 -5.53 -1.65
H 2.80 -3.96 0.24
H 1.48 -1.88 0.44

Charge: -1
Relative energy (zero: lowest compared OMol25 entry of this formula, charge and spin), kcal per mole: 19.04

no.,E_tot (eV),LUMO energy (eV)
1,-87136.99425,0.234
2,-20783.66141,0.788
3,-9230.86330,1.001
4,-157473.12445,2.104